i.
15
Properties=species:S:1:pos:R:3:nbo_charge:R:1 method="wB97M-V/def2-TZVPD" homo_ev=-8.2 e_lumo_ev=0.9 gap_ev=9.17 spin_multiplicity=1 total_charge=0
N -0.255 1.020 1.594 -0.818
C -0.403 0.333 0.391 0.145
C 0.201 0.745 -0.735 -0.522
C -2.093 -1.291 -0.439 -0.370
C -1.197 -0.910 0.464 -0.235
H -0.940 0.819 2.303 0.378
H -0.038 2.000 1.543 0.383
H 0.013 0.210 -1.648 0.212
H 0.968 1.501 -0.646 0.212
H -2.429 -2.313 -0.384 0.203
H -2.378 -0.593 -1.206 0.204
H -0.852 -1.644 1.186 0.206
H 3.744 0.376 -0.444 0.465
H 2.490 -0.412 -0.793 0.476
O 3.169 0.159 -1.185 -0.940

***

ii.
15
Properties=species:S:1:pos:R:3:nbo_charge:R:1 method="wB97M-V/def2-TZVPD" homo_ev=-9.5 e_lumo_ev=1.1 gap_ev=10.60 spin_multiplicity=1 total_charge=0
C 2.351 0.759 0.560 -0.615
C 1.322 0.140 -0.386 -0.228
N -0.074 0.189 0.030 -0.514
C -0.629 -0.929 0.219 0.419
O -1.954 -1.132 0.281 -0.502
C -2.783 -0.102 -0.258 -0.267
H 2.019 1.719 0.970 0.215
H 2.586 0.086 1.393 0.203
H 3.276 0.926 -0.008 0.210
H 1.628 -0.894 -0.613 0.162
H 1.347 0.679 -1.340 0.193
H -0.099 -1.882 0.328 0.142
H -3.526 -0.588 -0.896 0.186
H -2.180 0.603 -0.834 0.210
H -3.284 0.425 0.555 0.186

***

Which structure loses on stability? i does.

***

i.
15
Properties=species:S:1:pos:R:3:nbo_charge:R:1 method="wB97M-V/def2-TZVPD" homo_ev="-9.7 / -9.8" e_lumo_ev="-0.7 / -0.8" gap_ev="9.09 / 9.01" spin_multiplicity=1 total_charge=0
C 1.742 -0.061 -0.024 -0.636
C 0.855 0.664 -1.020 -0.280
N -0.518 0.931 -0.725 -0.088
C -1.477 -1.013 0.575 -0.656
C -1.276 0.459 0.377 0.188
O -0.446 1.174 1.170 -0.448
H 2.780 0.001 -0.365 0.213
H 1.474 -1.115 0.079 0.202
H 1.647 0.411 0.956 0.248
H 0.848 0.174 -2.007 0.232
H 1.264 1.657 -1.251 0.219
H -0.540 -1.555 0.670 0.212
H -2.045 -1.420 -0.266 0.218
H -2.055 -1.149 1.487 0.225
H -2.239 0.973 0.290 0.151

***

ii.
15
Properties=species:S:1:pos:R:3:nbo_charge:R:1 method="wB97M-V/def2-TZVPD" homo_ev=-8.9 e_lumo_ev=1.0 gap_ev=9.92 spin_multiplicity=1 total_charge=0
C -1.164 1.089 1.452 -0.721
C 0.038 0.547 0.806 0.708
N -0.086 -0.275 -0.380 -0.528
C 0.542 -1.623 -0.184 -0.423
C 0.465 0.334 -1.562 -0.408
O 1.107 0.584 1.378 -0.551
H -1.074 1.389 2.476 0.242
H -1.544 1.912 0.774 0.241
H -2.058 0.460 1.376 0.244
H 1.353 -1.553 0.560 0.213
H 0.986 -2.032 -1.090 0.205
H -0.274 -2.236 0.191 0.202
H 0.191 -0.385 -2.377 0.199
H -0.020 1.345 -1.807 0.198
H 1.538 0.445 -1.615 0.179

***

iii.
15
Properties=species:S:1:pos:R:3:nbo_charge:R:1 method="wB97M-V/def2-TZVPD" homo_ev="-7.4 / -7.4" e_lumo_ev="0.1 / 0.1" gap_ev="7.46 / 7.45" spin_multiplicity=1 total_charge=0
C 2.021 0.067 -0.541 -0.674
C 0.694 0.722 -0.801 0.025
C -0.198 -0.572 1.068 -0.739
C -1.263 0.121 0.498 0.595
O -1.081 1.293 -0.002 -0.661
N -2.503 -0.427 0.379 -0.802
H 2.654 0.319 -1.413 0.221
H 1.931 -1.016 -0.457 0.229
H 2.522 0.458 0.347 0.223
H 0.764 1.798 -0.919 0.194
H 0.100 0.241 -1.569 0.193
H -0.321 -1.610 1.370 0.194
H 0.447 0.028 1.705 0.216
H -3.142 -0.026 -0.290 0.395
H -2.625 -1.395 0.625 0.392

***

iv.
15
Properties=species:S:1:pos:R:3:nbo_charge:R:1 method="wB97M-V/def2-TZVPD" homo_ev=-9.0 e_lumo_ev=1.0 gap_ev=9.98 spin_multiplicity=1 total_charge=0
C -1.173 1.241 -0.124 -0.635
C -0.414 -0.052 -0.023 0.237
C 0.684 -0.019 1.087 -0.247
C 0.732 -0.241 -1.027 -0.234
H -0.480 2.091 -0.156 0.228
H -1.832 1.282 -1.028 0.220
H -1.763 1.404 0.801 0.203
H -1.893 -1.121 0.757 0.466
H 0.606 0.706 1.903 0.184
H 0.781 -1.007 1.512 0.180
H 2.541 -0.204 0.033 0.359
H 0.818 -1.324 -1.287 0.188
H 0.738 0.341 -1.984 0.186
N 1.651 0.267 0.003 -0.620
O -1.255 -1.202 -0.007 -0.716

***

Which structure loses on stability? i does.

***

i.
15
Properties=species:S:1:pos:R:3:nbo_charge:R:1 method="wB97M-V/def2-TZVPD" homo_ev=-10.0 e_lumo_ev=1.0 gap_ev=11.00 spin_multiplicity=1 total_charge=0
C 1.520 0.442 -1.112 0.321
C 2.023 -0.850 -0.632 -0.720
C -1.867 1.326 -0.231 -0.744
C -1.712 -0.140 0.047 0.489
N 1.058 1.361 -1.603 -0.381
O -0.772 -0.754 0.444 -0.553
H 1.178 -1.455 -0.486 0.280
H 2.853 -1.040 -1.238 0.251
H 2.483 -0.666 0.351 0.250
H -2.378 1.956 0.507 0.248
H -0.870 1.664 -0.416 0.259
H -2.505 1.374 -1.131 0.229
H -2.722 -0.691 -0.236 0.072
H 0.746 -0.886 2.616 0.007
H 0.966 -1.642 3.121 -0.009

***

ii.
15
Properties=species:S:1:pos:R:3:nbo_charge:R:1 method="wB97M-V/def2-TZVPD" homo_ev=-9.7 e_lumo_ev=0.9 gap_ev=10.67 spin_multiplicity=1 total_charge=0
N -1.193 0.202 -1.502 -0.833
C 0.165 0.066 -1.318 0.672
C 0.716 0.138 0.135 -0.298
C -0.108 1.075 1.130 -0.603
C 0.491 -1.295 0.715 -0.609
O 0.813 0.091 -2.360 -0.618
H -1.851 0.066 -0.869 0.373
H -1.425 0.118 -2.557 0.412
H 1.867 0.510 0.124 0.235
H 0.252 2.056 0.889 0.214
H -1.205 1.091 0.726 0.201
H 0.040 0.836 2.194 0.219
H 1.399 -1.712 1.091 0.220
H 0.173 -1.976 0.027 0.211
H -0.131 -1.264 1.575 0.204

***

Which structure loses on stability? i does.

***

i.
15
Properties=species:S:1:pos:R:3:nbo_charge:R:1 method="wB97M-V/def2-TZVPD" homo_ev=-8.4 e_lumo_ev=0.3 gap_ev=8.68 spin_multiplicity=1 total_charge=0
C 1.020 0.866 -1.023 -0.716
C 0.262 -0.718 0.403 -0.084
C 0.693 -0.046 1.665 -0.702
C -1.183 -0.731 0.154 0.549
O -1.907 -1.104 1.071 -0.620
N -1.694 -0.426 -1.090 -0.837
H 0.167 1.488 -0.765 0.240
H 1.105 0.745 -2.107 0.228
H 1.949 1.243 -0.592 0.231
H 0.974 -0.289 -0.665 0.232
H 0.220 -0.647 2.450 0.282
H 1.774 -0.086 1.817 0.216
H 0.333 0.983 1.807 0.199
H -1.084 -0.493 -1.891 0.382
H -2.628 -0.785 -1.234 0.400

***

ii.
15
Properties=species:S:1:pos:R:3:nbo_charge:R:1 method="wB97M-V/def2-TZVPD" homo_ev=-9.8 e_lumo_ev=1.1 gap_ev=10.88 spin_multiplicity=1 total_charge=0
C -0.136 0.213 -1.944 -0.619
C 0.524 -0.156 -0.629 0.087
O 1.796 0.459 -0.588 -0.719
C -0.293 0.292 0.568 -0.109
C -0.908 -0.669 1.507 -0.255
N 0.351 -0.007 1.847 -0.612
H 0.476 -0.127 -2.783 0.222
H -1.130 -0.240 -2.022 0.210
H -0.239 1.301 -2.019 0.211
H 0.636 -1.252 -0.572 0.155
H 2.128 0.288 0.307 0.480
H -0.767 1.269 0.465 0.196
H -0.820 -1.737 1.317 0.199
H -1.814 -0.373 2.030 0.196
H 0.198 0.740 2.517 0.357

***

iii.
15
Properties=species:S:1:pos:R:3:nbo_charge:R:1 method="wB97M-V/def2-TZVPD" homo_ev=-8.4 e_lumo_ev=1.0 gap_ev=9.38 spin_multiplicity=1 total_charge=0
C 0.676 -1.254 -2.108 -0.621
C 0.361 -0.516 -0.825 -0.073
O -0.857 -1.019 -0.285 -0.527
C -1.270 -0.353 0.842 0.453
N -0.671 0.573 1.374 -0.543
C -0.063 1.695 1.955 -0.396
H 0.813 -2.324 -1.926 0.212
H -0.128 -1.125 -2.838 0.212
H 1.601 -0.859 -2.541 0.211
H 1.165 -0.640 -0.086 0.174
H 0.258 0.560 -1.009 0.175
H -2.221 -0.806 1.163 0.136
H -0.264 2.564 1.317 0.211
H 1.030 1.578 2.003 0.193
H -0.431 1.926 2.965 0.181

***

Which structure loses on stability? i does.